Entry 1:
{
  "formula": "C34H36FN6O5Si2Tl",
  "method": "ωB97M-V with the def2-TZVPD basis set",
  "elements": ["Tl", "C", "Si", "C", "C", "N", "C", "C", "C", "C", "C", "C", "N", "Si", "C", "C", "C", "H", "H", "H", "H", "H", "H", "H", "H", "H", "H", "H", "H", "H", "H", "H", "H", "H", "H", "H", "H", "H", "H", "C", "C", "C", "C", "C", "C", "C", "C", "C", "C", "C", "C", "C", "C", "C", "N", "H", "H", "H", "H", "H", "H", "H", "H", "H", "H", "F", "C", "C", "N", "C", "C", "O", "O", "C", "O", "N", "C", "O", "H", "H", "H", "H", "O", "C", "N"],
  "coordinates": [[-0.3773, 1.3922, -0.7797], [-3.7083, -1.7620, 1.7376], [-3.1959, -2.4004, -0.0210], [-4.4854, -1.8044, -1.2810], [-3.1193, -4.3132, 0.2423], [-1.7076, -1.5650, -0.5765], [-0.5939, -2.0554, -1.0531], [-0.3083, -3.4102, -1.2977], [1.1086, -3.8429, -1.6255], [3.0213, -2.4834, -2.6618], [2.9025, -1.3513, -1.9136], [1.7524, -1.0584, -0.9059], [1.8884, 0.2014, -0.2841], [3.3661, 0.9450, 0.0442], [3.5388, 2.4197, -1.1778], [4.8579, -0.1522, 0.2629], [3.2778, 1.9676, 1.6454], [-4.1379, -2.5663, 2.3469], [-4.5701, -1.0424, 1.7302], [-2.8517, -1.3268, 2.1341], [-5.4852, -2.0910, -1.0273], [-4.2937, -2.2083, -2.2580], [-4.3633, -0.6708, -1.4407], [-4.0713, -4.5902, 0.6955], [-2.2491, -4.7054, 0.8069], [-3.2610, -4.8091, -0.7465], [-1.0603, -4.1948, -1.2617], [1.0549, -4.9081, -1.4908], [3.8725, -2.8774, -3.1750], [3.6000, -0.4888, -2.1141], [3.0206, 3.3692, -0.8483], [3.2380, 2.2387, -2.1844], [4.6882, 2.6202, -1.2633], [5.5662, 0.2778, 0.9901], [5.4585, -0.3377, -0.7547], [4.5556, -1.1830, 0.6389], [2.3517, 2.5236, 1.7354], [4.1064, 2.6079, 1.7134], [3.3098, 1.1978, 2.4164], [-0.1784, 2.4411, -5.0935], [-0.2953, 1.2260, -5.7614], [-0.3058, 0.0540, -4.9773], [-0.0588, -0.0236, -3.6212], [0.0029, 1.2409, -2.9544], [-0.1464, 2.4297, -3.6421], [0.3853, -1.2530, -3.0041], [0.6918, -2.4281, -3.6937], [1.7066, -3.2727, -2.9137], [1.8585, -3.4941, -0.3403], [2.2869, -4.5145, 0.4856], [2.6205, -4.2686, 1.8306], [2.2843, -3.0036, 2.4115], [1.9698, -2.0186, 1.5581], [1.9377, -2.1798, 0.1408], [0.4676, -1.1593, -1.6099], [-0.1641, 3.4706, -5.5824], [-0.4166, 1.1027, -6.8627], [-0.4877, -0.9147, -5.4134], [-0.2005, 3.3586, -3.0972], [0.1813, -2.7207, -4.6229], [2.0741, -4.1546, -3.4937], [2.3994, -5.5719, 0.1285], [3.1447, -5.0892, 2.3551], [2.4268, -2.8321, 3.4800], [1.9219, -0.9996, 1.8014], [-1.2372, 7.1490, 5.0543], [-1.8409, 5.9761, 4.8097], [-1.3594, 5.0220, 3.9657], [-1.8788, 3.7461, 3.8919], [-1.1297, 2.6144, 3.4027], [-0.5582, 2.7052, 1.9681], [-0.6480, 1.5392, 1.3930], [0.1152, 3.6778, 1.5856], [-3.2140, 3.5119, 4.1909], [-3.8178, 2.4923, 3.9174], [-3.8021, 4.6527, 4.7789], [-3.1634, 5.6952, 5.4655], [-3.7085, 6.2970, 6.3711], [-0.3792, 5.1530, 3.5250], [-1.8565, 1.7883, 3.4433], [-0.4100, 2.3246, 4.1824], [-4.6658, 4.4991, 5.2572], [-4.1026, 2.6332, 0.0720], [-3.0931, 2.7140, -0.5342], [-2.0532, 2.8220, -1.2459]],
  "e_above_lowest_ev": 5.344,
  "lumo_energy_ev": 4.15,
  "total_charge": -2,
  "energy_ha": -2873.224503
}

***

Entry 2:
{
  "formula": "C34H36InNO7P3S",
  "method": "ωB97M-V with the def2-TZVPD basis set",
  "elements": ["C", "C", "O", "P", "O", "C", "C", "In", "P", "N", "P", "S", "O", "C", "C", "H", "H", "H", "H", "H", "H", "H", "H", "H", "H", "H", "H", "H", "H", "H", "H", "H", "H", "H", "H", "C", "C", "C", "C", "C", "C", "C", "O", "C", "C", "C", "C", "C", "C", "C", "O", "H", "H", "H", "H", "H", "H", "H", "H", "C", "C", "C", "C", "C", "C", "C", "O", "C", "C", "C", "C", "C", "C", "C", "O", "H", "H", "H", "H", "H", "H", "H", "H"],
  "coordinates": [[3.0556, -3.1762, 3.0965], [2.3030, -1.8727, 2.9705], [1.0151, -2.0238, 3.5650], [-0.3649, -1.3084, 3.1803], [-1.2496, -1.1769, 4.3393], [0.0325, 0.2080, 2.2963], [0.2330, 1.4461, 3.2009], [2.0097, 2.6736, 2.7779], [2.0968, 2.9430, 0.2344], [1.5965, 4.3677, -0.2990], [4.1802, 1.4844, 3.5228], [5.8147, 2.6223, 3.6406], [-1.0100, -2.2945, 2.0900], [-0.2955, -2.9818, 1.0708], [0.0362, -2.1022, -0.1218], [4.0754, -3.0491, 2.7251], [2.5841, -3.9775, 2.5240], [3.1045, -3.4866, 4.1408], [2.8272, -1.0758, 3.5022], [2.2137, -1.5663, 1.9224], [-0.8212, 0.3375, 1.6218], [0.8872, 0.0249, 1.6353], [0.2070, 1.1605, 4.2537], [-0.6120, 2.1224, 3.0513], [1.9485, 4.2121, 3.5498], [3.3413, 2.4990, -0.2864], [1.3219, 1.8690, -0.3089], [2.2092, 4.7729, -0.9962], [3.9588, 0.7359, 4.7053], [4.4286, 0.3541, 2.7038], [0.6076, -3.4227, 1.5074], [-0.9465, -3.8044, 0.7690], [0.1931, -2.7150, -1.0119], [-0.7932, -1.4212, -0.3232], [0.9372, -1.5036, 0.0255], [-8.2535, 4.3808, 3.1456], [-7.8806, 5.3268, 4.0952], [-6.6009, 5.8539, 4.0845], [-5.6840, 5.4352, 3.1264], [-6.0563, 4.4853, 2.1778], [-7.3448, 3.9620, 2.1894], [-5.0908, 4.0071, 1.1399], [-5.4381, 3.2035, 0.2991], [-3.7105, 4.5550, 1.1852], [-2.7743, 4.0963, 0.2641], [-1.4798, 4.5914, 0.2819], [-1.1121, 5.5474, 1.2200], [-2.0383, 6.0103, 2.1410], [-3.3396, 5.5179, 2.1299], [-4.3092, 6.0263, 3.1346], [-4.0156, 6.8895, 3.9355], [-9.2549, 3.9694, 3.1557], [-8.5913, 5.6499, 4.8453], [-6.2846, 6.5913, 4.8100], [-7.6069, 3.2259, 1.4414], [-3.0814, 3.3470, -0.4535], [-0.7264, 4.2383, -0.4120], [-0.0884, 5.8999, 1.2253], [-1.7708, 6.7475, 2.8860], [0.5407, -6.7282, -2.8114], [0.7657, -7.6240, -3.8515], [1.5081, -7.2375, -4.9540], [2.0270, -5.9492, -5.0254], [1.7964, -5.0491, -3.9851], [1.0548, -5.4447, -2.8775], [2.3283, -3.6555, -4.0350], [2.1368, -2.8752, -3.1289], [3.1030, -3.2585, -5.2466], [3.5882, -1.9583, -5.3327], [4.3130, -1.5648, -6.4447], [4.5585, -2.4677, -7.4739], [4.0774, -3.7632, -7.3929], [3.3460, -4.1637, -6.2800], [2.8315, -5.5623, -6.2211], [3.0577, -6.3553, -7.1102], [-0.0374, -7.0335, -1.9488], [0.3603, -8.6262, -3.7984], [1.7005, -7.9172, -5.7731], [0.8949, -4.7305, -2.0811], [3.3858, -1.2756, -4.5185], [4.6885, -0.5520, -6.5114], [5.1271, -2.1569, -8.3409], [4.2548, -4.4831, -8.1804]],
  "lumo_energy_ev": 0.07,
  "total_charge": -1,
  "energy_ha": -3511.172834
}

***

Entry 3:
{
  "formula": "C34H36MgN9O2P",
  "method": "ωB97M-V with the def2-TZVPD basis set",
  "elements": ["Mg", "C", "C", "C", "C", "C", "N", "C", "C", "C", "C", "C", "C", "C", "N", "C", "C", "C", "N", "C", "C", "N", "C", "C", "C", "N", "H", "H", "H", "H", "H", "H", "H", "H", "H", "H", "H", "H", "H", "H", "H", "H", "H", "H", "C", "C", "N", "C", "C", "C", "C", "C", "C", "C", "C", "C", "N", "C", "H", "H", "H", "H", "H", "H", "H", "H", "N", "C", "P", "O", "O", "C", "N", "H", "H", "H", "H", "H", "H", "H", "H", "H", "H"],
  "coordinates": [[0.1150, -0.4179, -0.6526], [-4.0632, 5.3376, 0.5038], [-2.9999, 4.2764, 0.5173], [-2.3374, 3.9091, 1.6864], [-1.4029, 2.8980, 1.7086], [-1.0136, 2.1798, 0.5559], [-0.0925, 1.1559, 0.5887], [0.3695, 0.8953, 1.8935], [1.4343, 1.5922, 2.4664], [1.8540, 1.3395, 3.7595], [1.2375, 0.3626, 4.5428], [1.7081, 0.0834, 5.9417], [0.1993, -0.3588, 3.9751], [-0.2238, -0.0896, 2.6788], [-1.2852, -0.8857, 2.1413], [-2.3496, -1.3431, 2.8218], [-3.0151, -2.2385, 2.0156], [-2.2623, -2.2504, 0.8414], [-1.2124, -1.4383, 0.9109], [-1.6794, 2.5817, -0.6177], [-2.6546, 3.5778, -0.6224], [-1.3929, 1.9884, -1.8936], [-1.5157, 2.6034, -3.0811], [-1.3803, 1.6532, -4.0736], [-1.1518, 0.4697, -3.3775], [-1.1531, 0.6754, -2.0548], [-3.8804, 6.0810, 1.2781], [-4.0970, 5.8545, -0.4546], [-5.0514, 4.9105, 0.6859], [-2.5693, 4.4225, 2.6110], [-0.9383, 2.6610, 2.6550], [1.9049, 2.3682, 1.8758], [2.6724, 1.9134, 4.1753], [1.7239, 0.9980, 6.5330], [1.0598, -0.6315, 6.4444], [2.7212, -0.3204, 5.9444], [-0.2671, -1.1568, 4.5398], [-2.5661, -0.9900, 3.8142], [-3.9163, -2.7759, 2.2406], [-2.4511, -2.8140, -0.0597], [-3.1737, 3.8009, -1.5449], [-1.6751, 3.6638, -3.1442], [-1.3933, 1.8140, -5.1353], [-0.8620, -0.4897, -3.7769], [2.9013, -2.0364, 2.4535], [1.8424, -2.0006, 1.5429], [1.8588, -1.3046, 0.4225], [2.9751, -0.5945, 0.1353], [4.0855, -0.5574, 0.9883], [4.0207, -1.2981, 2.1799], [5.2461, 0.2044, 0.6275], [5.3019, 0.8447, -0.5562], [4.1987, 0.7892, -1.4728], [4.2616, 1.3781, -2.7476], [3.1922, 1.2527, -3.5893], [2.0458, 0.5967, -3.1263], [1.9299, 0.0634, -1.9269], [3.0216, 0.1169, -1.1207], [2.8139, -2.6196, 3.3580], [0.9302, -2.5462, 1.7520], [4.8578, -1.2798, 2.8655], [6.0778, 0.2367, 1.3181], [6.1822, 1.4034, -0.8448], [5.1547, 1.9091, -3.0496], [3.2030, 1.6670, -4.5863], [1.1806, 0.5360, -3.7701], [0.2355, -4.7150, -1.4531], [-1.1272, -4.6080, -2.0704], [-1.2346, -2.8704, -2.7116], [-1.0979, -2.8671, -4.1948], [-0.2593, -2.1685, -1.8048], [-2.9661, -2.2372, -2.4472], [-3.4011, -1.7001, -3.7747], [0.2663, -5.3764, -0.6744], [0.4846, -3.7495, -1.1336], [0.9344, -5.0011, -2.1437], [-1.8579, -4.8330, -1.2958], [-1.2164, -5.3284, -2.8806], [-2.9705, -1.4281, -1.7168], [-3.6619, -3.0125, -2.1320], [-2.6742, -2.0510, -4.4551], [-3.3733, -0.6746, -3.7760], [-4.3354, -2.0072, -4.0463]],
  "e_above_lowest_ev": 0.485,
  "lumo_energy_ev": -5.14,
  "total_charge": 2,
  "energy_ha": -2501.721975
}

***

Highest occupied orbital energy? In order: -0.71 -4.84 -11.11 eV.
Molar mass? In order: 888.25 810.47 658.00 g mol⁻¹.